[1]
ORCA calculation (ωB97M-V/def2-TZVPD) on the molecule C3H9O2PS2.

```
! wB97M-V def2-TZVPD RIJCOSX def2/J DEFGRID3
* xyz 0 1
C 0.886 1.182 -0.713
C 1.234 -0.275 -0.925
C 1.851 -0.862 0.313
S -0.392 -1.069 -1.290
P -1.701 -0.320 0.262
O -1.089 -0.338 1.602
O -2.852 -1.435 0.357
S -2.664 1.520 -0.296
H 1.852 1.676 -0.586
H 0.150 1.696 -1.308
H 0.331 1.313 0.362
H 1.725 -0.363 -1.800
H 2.153 -1.830 0.118
H 1.258 -0.653 1.086
H 2.856 -0.418 0.592
H -2.974 -1.772 1.250
H -2.625 1.947 0.975
*
```

Its structure (SMILES) is CC(C)S[P@](=O)(O)S. Its orbital gap is 0.359 hartree. The calculation puts the total energy at -1407.95463 a.u. Its HOMO energy is -0.3500 Eh. Its energy above the lowest of the compared OMol25 structures with the same formula, charge and spin is 9.3 kcal per mole.

[2]
ORCA calculation (ωB97M-V/def2-TZVPD) on a structure of composition C25H53Cl16IN3O3.

```
! wB97M-V def2-TZVPD RIJCOSX def2/J DEFGRID3
* xyz 1 1
C -3.454 -2.938 -3.280
C -1.999 -3.018 -2.877
O -1.837 -3.723 -1.643
C -1.206 -2.984 -0.623
C -2.230 -2.492 0.388
O -1.648 -2.432 1.708
C -1.162 -1.177 2.000
N -2.277 -0.325 2.454
C -2.134 0.907 2.861
N -3.217 1.624 3.370
I -4.445 2.370 1.896
N -0.904 1.467 2.758
C -0.571 2.680 3.541
O 0.287 3.443 2.746
C -0.204 4.737 2.355
C -1.510 4.653 1.610
H -3.965 -2.151 -2.731
H -3.534 -2.709 -4.336
H -3.963 -3.875 -3.082
H -1.428 -3.529 -3.639
H -1.615 -2.003 -2.808
H -0.534 -3.649 -0.084
H -0.595 -2.182 -1.030
H -2.631 -1.517 0.114
H -3.043 -3.205 0.416
H -0.430 -1.251 2.798
H -0.678 -0.719 1.141
H -3.196 -0.743 2.429
H -3.779 1.035 3.976
H -0.594 1.566 1.792
H -1.457 3.216 3.856
H -0.030 2.366 4.430
H 0.564 5.150 1.714
H -0.275 5.389 3.223
H -1.474 3.892 0.846
H -2.304 4.453 2.323
H -1.733 5.628 1.196
Cl 1.107 -2.983 -4.097
C 1.913 -4.457 -3.484
C 2.638 -5.190 -4.580
Cl 1.519 -5.894 -5.777
H 1.152 -5.084 -3.028
H 2.617 -4.164 -2.706
H 3.201 -6.013 -4.146
H 3.323 -4.534 -5.110
Cl -0.849 0.813 -0.570
C 0.695 1.429 -1.258
C 1.033 2.780 -0.692
Cl -0.078 4.054 -1.263
H 0.616 1.460 -2.343
H 1.463 0.708 -0.987
H 2.033 3.077 -1.000
H 0.996 2.769 0.398
Cl -5.299 6.632 3.387
C -6.070 5.845 4.790
C -5.058 5.388 5.805
Cl -4.060 4.047 5.170
H -6.661 5.012 4.420
H -6.738 6.573 5.245
H -5.566 5.007 6.689
H -4.390 6.194 6.097
Cl 3.585 -0.892 0.758
C 4.015 -2.457 1.496
C 4.058 -3.572 0.485
Cl 2.441 -3.965 -0.159
H 3.292 -2.664 2.281
H 4.997 -2.336 1.948
H 4.439 -4.475 0.959
H 4.699 -3.327 -0.357
Cl 2.454 4.848 -4.207
C 2.816 3.742 -5.562
C 1.907 2.542 -5.542
Cl 2.248 1.489 -4.138
H 3.861 3.459 -5.493
H 2.669 4.301 -6.484
H 2.057 1.939 -6.433
H 0.861 2.834 -5.492
Cl 4.398 1.882 -7.856
C 6.156 1.593 -7.943
C 6.811 1.750 -6.596
Cl 6.776 3.440 -6.028
H 6.569 2.283 -8.673
H 6.297 0.576 -8.304
H 7.856 1.454 -6.662
H 6.319 1.138 -5.845
Cl 4.751 -6.746 -1.567
C 3.949 -8.081 -0.694
C 2.854 -8.717 -1.509
Cl 1.467 -7.621 -1.739
H 3.567 -7.684 0.243
H 4.717 -8.820 -0.474
H 2.480 -9.598 -0.991
H 3.211 -9.014 -2.491
Cl -6.619 4.093 8.983
C -5.594 2.710 9.452
C -4.933 2.055 8.266
Cl -6.095 1.226 7.197
H -6.217 2.014 10.006
H -4.824 3.096 10.118
H -4.230 1.302 8.617
H -4.396 2.781 7.662
*
```

Its orbital gap is 0.275 hartree. The calculation puts the total energy at -9034.88017 a.u. Its HOMO energy is -0.4209 Eh.

[3]
ORCA calculation (ωB97M-V/def2-TZVPD) on the molecule C4H5NO.

```
! wB97M-V def2-TZVPD RIJCOSX def2/J DEFGRID3
* xyz 0 1
C 1.238 -2.067 -0.307
C 0.627 -0.746 -0.176
C 0.138 0.350 -0.055
C -0.385 1.704 0.136
N -1.735 1.752 0.317
O 0.326 2.691 0.129
H 1.901 -2.099 -1.178
H 0.480 -2.848 -0.421
H 1.835 -2.294 0.581
H -2.145 2.643 0.553
H -2.281 0.913 0.421
*
```

Its structure (SMILES) is CC#CC(N)=O. Its orbital gap is 0.396 hartree. The calculation puts the total energy at -285.37258 a.u. Its HOMO energy is -0.3657 Eh. Its energy above the lowest of the compared OMol25 structures with the same formula, charge and spin is 26.4 kcal per mole.

[4]
ORCA calculation (ωB97M-V/def2-TZVPD) on the molecule C4H9N.

```
! wB97M-V def2-TZVPD RIJCOSX def2/J DEFGRID3
* xyz 0 1
N -0.156 1.401 -1.417
C -0.268 0.141 -0.684
C 1.047 -0.483 -0.199
C 0.283 -1.019 1.033
C -0.827 -0.002 0.764
H 0.174 2.134 -0.794
H -1.086 1.678 -1.713
H -0.797 -0.525 -1.359
H 1.566 -1.218 -0.827
H 1.762 0.317 0.038
H 0.828 -0.966 1.988
H -0.026 -2.069 0.909
H -0.636 0.921 1.355
H -1.863 -0.309 0.906
*
```

Its structure (SMILES) is NC1CCC1. Its orbital gap is 0.387 hartree. The calculation puts the total energy at -212.53128 a.u. Its HOMO energy is -0.3405 Eh. Its energy above the lowest of the compared OMol25 structures with the same formula, charge and spin is 12.5 kcal per mole.

[5]
ORCA calculation (ωB97M-V/def2-TZVPD) on the ion C4H7N2 with charge +1.

```
! wB97M-V def2-TZVPD RIJCOSX def2/J DEFGRID3
* xyz 1 1
C 2.341 -0.963 0.683
N 1.221 -0.878 0.812
C -0.526 -0.764 0.309
N -1.161 -0.041 1.228
C -0.172 -0.143 -0.966
C -0.130 1.199 -1.069
H 3.403 -1.090 0.589
H -0.511 -1.805 0.373
H -1.261 -0.270 2.186
H -1.139 0.967 1.078
H 0.106 -0.715 -1.731
H 0.137 1.857 -1.933
H -0.454 1.879 -0.374
*
```

Its structure (SMILES) is C#[N+][C@@H](N)C=C. Its orbital gap is 0.378 hartree. The calculation puts the total energy at -265.77046 a.u. Its HOMO energy is -0.5453 Eh. Its energy above the lowest of the compared OMol25 structures with the same formula, charge and spin is 86.6 kcal per mole.

[6]
ORCA calculation (ωB97M-V/def2-TZVPD) on the molecule C3H3NO2.

```
! wB97M-V def2-TZVPD RIJCOSX def2/J DEFGRID3
* xyz 0 1
O -1.967 -0.467 -0.379
C -0.697 -0.093 -0.220
C 0.280 -0.033 1.033
C 1.381 0.189 0.365
O 1.202 0.354 -0.933
N -0.025 0.096 -1.321
H -2.281 -0.386 -1.381
H -0.373 0.093 2.031
H 2.481 0.247 0.805
*
```

Its structure (SMILES) is Oc1ccon1. Its orbital gap is 0.379 hartree. The calculation puts the total energy at -321.23621 a.u. Its HOMO energy is -0.3491 Eh. Its energy above the lowest of the compared OMol25 structures with the same formula, charge and spin is 88.7 kcal per mole.

[7]
ORCA calculation (ωB97M-V/def2-TZVPD) on a structure of composition C30H32AuFGeNO2Si.

```
! wB97M-V def2-TZVPD RIJCOSX def2/J DEFGRID3
* xyz -1 1
Au 0.293 0.348 0.421
C 3.430 2.229 -2.663
Si 2.670 1.744 -1.005
C 4.075 1.257 0.160
C 1.863 3.265 -0.269
N 1.473 0.526 -1.224
C 1.590 -0.557 -2.068
C 2.817 -1.130 -2.450
C 2.904 -2.205 -3.325
C 1.759 -2.778 -3.853
C 0.523 -2.249 -3.493
C 0.460 -1.175 -2.637
F -0.765 -0.684 -2.341
H 4.118 3.068 -2.526
H 2.648 2.544 -3.359
H 3.983 1.414 -3.133
H 4.800 2.070 0.264
H 4.615 0.370 -0.182
H 3.674 1.041 1.154
H 2.572 4.097 -0.215
H 1.503 3.054 0.742
H 1.008 3.576 -0.875
H 3.723 -0.720 -2.022
H 3.879 -2.603 -3.580
H 1.817 -3.623 -4.528
H -0.404 -2.655 -3.878
O -0.827 0.038 2.120
C -0.312 0.441 3.227
O 0.634 1.217 3.359
C -0.956 -0.168 4.470
C -0.048 -0.027 5.689
Ge 1.679 -0.961 5.547
C 2.036 -1.972 3.910
C 2.068 -3.366 3.937
C 2.332 -4.094 2.785
C 2.570 -3.436 1.586
C 2.550 -2.049 1.543
C 2.288 -1.323 2.697
C 1.761 -2.264 7.022
C 0.643 -3.032 7.348
C 0.698 -4.000 8.343
C 1.882 -4.214 9.036
C 3.004 -3.456 8.728
C 2.941 -2.494 7.729
C 3.168 0.275 5.843
C 3.063 1.298 6.785
C 4.121 2.162 7.028
C 5.311 2.016 6.326
C 5.432 1.006 5.384
C 4.368 0.143 5.147
H -1.193 -1.210 4.246
H -1.909 0.343 4.634
H -0.544 -0.379 6.597
H 0.191 1.028 5.823
H 1.885 -3.893 4.868
H 2.344 -5.177 2.822
H 2.767 -4.000 0.683
H 2.720 -1.526 0.609
H 2.262 -0.243 2.652
H -0.291 -2.879 6.816
H -0.181 -4.589 8.576
H 1.929 -4.967 9.813
H 3.930 -3.616 9.266
H 3.824 -1.906 7.499
H 2.138 1.431 7.337
H 4.016 2.954 7.760
H 6.136 2.694 6.507
H 6.352 0.892 4.824
H 4.473 -0.635 4.399
*
```

Its orbital gap is 0.261 hartree. The calculation puts the total energy at -3969.75689 a.u. Its HOMO energy is -0.1646 Eh. Its energy above the lowest of the compared OMol25 structures with the same formula, charge and spin is 1.0 kcal per mole.

[8]
ORCA calculation (ωB97M-V/def2-TZVPD) on the ion C36H34F2P with charge +1.

```
! wB97M-V def2-TZVPD RIJCOSX def2/J DEFGRID3
* xyz 1 1
C 4.364 4.003 2.846
C 3.313 3.456 1.919
C 1.983 3.531 2.330
F 1.629 4.401 3.342
C 0.982 2.820 1.700
C 1.228 2.229 0.455
C 0.029 1.599 -0.350
C -1.287 2.182 0.321
C -1.535 3.573 0.276
C -2.607 4.058 1.017
F -2.666 5.409 1.247
C -3.512 3.266 1.727
C -4.690 3.866 2.402
C -3.244 1.901 1.744
C -2.143 1.376 1.064
C 2.513 2.333 -0.096
C 3.572 2.861 0.662
H 5.356 3.607 2.591
H 4.444 5.098 2.772
H 4.106 3.766 3.895
H -0.001 2.811 2.146
H 0.021 2.149 -1.305
H -0.875 4.260 -0.267
H -5.236 3.083 2.927
H -4.440 4.617 3.157
H -5.380 4.334 1.690
H -3.912 1.251 2.309
H -1.932 0.314 1.174
H 2.700 2.014 -1.121
H 4.617 2.846 0.299
C -0.149 -3.056 4.757
C 0.022 -2.460 3.393
C 1.198 -1.828 2.975
C 1.187 -0.956 1.881
C 0.131 -1.016 0.942
P 0.175 -0.186 -0.667
C 1.563 -0.972 -1.622
C 1.673 -0.662 -2.998
C 2.486 -1.399 -3.856
C 3.232 -2.483 -3.403
C 4.121 -3.246 -4.362
C 3.122 -2.821 -2.056
C 2.304 -2.096 -1.183
C -1.128 -1.082 -1.605
C -2.345 -0.474 -1.949
C -3.300 -1.166 -2.701
C -3.104 -2.469 -3.144
C -4.128 -3.154 -4.010
C -1.932 -3.109 -2.745
C -0.970 -2.442 -1.997
C -0.972 -1.841 1.262
C -1.053 -2.450 2.505
H -0.971 -3.773 4.771
H 0.747 -3.561 5.122
H -0.396 -2.284 5.498
H 2.114 -1.975 3.543
H 2.001 -0.234 1.775
H 1.062 0.120 -3.436
H 2.558 -1.181 -4.917
H 4.711 -4.029 -3.870
H 3.557 -3.746 -5.162
H 4.826 -2.582 -4.883
H 3.672 -3.701 -1.722
H 2.243 -2.444 -0.154
H -2.553 0.551 -1.639
H -4.234 -0.692 -2.992
H -3.708 -4.018 -4.535
H -4.996 -3.520 -3.444
H -4.532 -2.481 -4.774
H -1.803 -4.140 -3.065
H -0.070 -3.018 -1.763
H -1.781 -2.008 0.549
H -1.975 -2.927 2.810
*
```

Its orbital gap is 0.337 hartree. The calculation puts the total energy at -1933.08062 a.u. Its HOMO energy is -0.4238 Eh.

[9]
ORCA calculation (ωB97M-V/def2-TZVPD) on a structure of composition C24H28ClCrNOP.

```
! wB97M-V def2-TZVPD RIJCOSX def2/J DEFGRID3
* xyz 2 4
Cr -0.149 -0.337 0.927
Cl -1.320 1.290 1.866
P -0.037 0.856 -1.104
C -1.420 0.164 -2.074
C -1.217 -0.649 -3.200
C -2.310 -1.293 -3.790
C -3.593 -1.159 -3.249
C -3.801 -0.324 -2.145
C -2.723 0.337 -1.556
C -0.292 2.650 -1.286
C 0.571 3.513 -0.583
C 0.496 4.891 -0.777
C -0.469 5.429 -1.637
C -1.336 4.582 -2.329
C -1.246 3.199 -2.160
C 1.512 0.546 -1.988
C 2.571 -0.140 -1.360
C 3.776 -0.324 -2.033
C 3.941 0.168 -3.333
C 2.902 0.868 -3.955
C 1.692 1.062 -3.282
H 1.309 3.101 0.108
H 1.189 5.551 -0.253
H -0.544 6.509 -1.765
H -2.089 4.990 -3.003
H -1.919 2.548 -2.718
H -0.213 -0.778 -3.604
H -2.152 -1.909 -4.677
H -4.431 -1.712 -3.674
H -4.802 -0.185 -1.732
H -2.880 0.966 -0.673
H 2.455 -0.533 -0.346
H 4.595 -0.852 -1.539
H 4.884 0.015 -3.859
H 3.028 1.266 -4.964
H 0.888 1.625 -3.758
H -1.363 -1.120 0.125
H -0.562 -1.398 -0.278
O 1.255 -1.887 1.360
C 0.604 -2.388 2.311
C 1.173 -3.377 3.281
C 1.719 -2.660 4.510
C 0.627 -2.195 5.471
C -0.399 -1.248 4.849
C -1.346 -1.883 3.846
N -0.723 -1.965 2.456
H 0.383 -4.094 3.538
H 1.987 -3.902 2.768
H 2.399 -3.339 5.040
H 2.312 -1.791 4.189
H 0.114 -3.064 5.907
H 1.107 -1.663 6.302
H -1.027 -0.863 5.667
H 0.091 -0.370 4.404
H -1.630 -2.903 4.144
H -2.249 -1.269 3.743
H -1.339 -2.551 1.872
*
```

Its orbital gap (spin up / spin down) is 0.217 / 0.213 hartree. The calculation puts the total energy at -2906.75204 a.u. Its HOMO energy (spin up / spin down) is -0.5366 / -0.5361 Eh.

[10]
ORCA calculation (ωB97M-V/def2-TZVPD) on a structure of composition C23H24FN5O4S.

```
! wB97M-V def2-TZVPD RIJCOSX def2/J DEFGRID3
* xyz 0 1
N -7.023 -1.962 -0.089
C -6.081 -1.063 -0.433
O -6.322 -0.038 -1.051
C -4.718 -1.424 0.005
N -4.490 -2.518 0.699
S -2.926 -2.688 1.065
C -2.423 -1.223 0.272
C -3.567 -0.614 -0.263
N -3.615 0.533 -0.942
H -2.767 1.074 -1.015
H -4.520 0.850 -1.260
C -1.119 -0.581 0.244
O -1.063 0.622 -0.031
N 0.024 -1.254 0.520
C 0.152 -2.663 0.823
C 1.324 -3.305 0.124
C 2.224 -4.088 0.835
C 3.282 -4.707 0.193
C 3.429 -4.523 -1.170
C 2.551 -3.743 -1.901
C 1.493 -3.140 -1.248
H 0.816 -2.506 -1.798
H 2.700 -3.613 -2.961
F 4.461 -5.120 -1.801
H 3.988 -5.318 0.732
H 2.100 -4.219 1.900
H 0.242 -2.804 1.909
H -0.751 -3.177 0.487
C 1.238 -0.444 0.565
C 1.365 0.288 1.859
C 0.540 1.152 2.526
C 1.221 1.510 3.715
C 2.405 0.843 3.684
O 2.501 0.100 2.568
H 3.231 0.813 4.366
H 0.872 2.172 4.480
H -0.424 1.486 2.204
H 2.094 -1.122 0.481
C 1.268 0.439 -0.716
O 1.142 -0.083 -1.802
N 1.575 1.729 -0.517
H 1.489 2.092 0.421
C 1.493 2.711 -1.581
H 1.696 2.168 -2.506
C 0.108 3.394 -1.601
C 0.337 4.850 -1.172
C 1.705 4.847 -0.492
H 1.615 4.499 0.539
H 2.167 5.833 -0.479
C 2.496 3.839 -1.321
H 2.791 4.291 -2.269
H 3.390 3.474 -0.817
H 0.370 5.498 -2.049
H -0.451 5.214 -0.515
H -0.548 2.871 -0.906
H -0.343 3.336 -2.590
H -6.759 -2.785 0.424
H -7.983 -1.801 -0.342
*
```

Its orbital gap is 0.298 hartree. The calculation puts the total energy at -1963.71260 a.u. Its HOMO energy is -0.3041 Eh. Its energy above the lowest of the compared OMol25 structures with the same formula, charge and spin is 2.2 kcal per mole.

[11]
ORCA calculation (ωB97M-V/def2-TZVPD) on a cluster of 15 separate species, C5H38NO15 in total.

```
! wB97M-V def2-TZVPD RIJCOSX def2/J DEFGRID3
* xyz 1 1
O 1.140 1.850 -2.462
C 0.029 2.254 -2.237
C -1.145 1.422 -1.728
N -0.790 0.789 -0.399
C -1.973 0.832 0.511
C -2.886 1.902 -0.072
C -2.446 2.164 -1.503
H -0.112 3.335 -2.411
H -1.227 0.619 -2.459
H -0.498 -0.182 -0.553
H 0.131 1.158 0.021
H -2.467 -0.109 0.745
H -1.587 0.979 1.519
H -2.851 2.856 0.463
H -3.916 1.609 0.109
H -2.400 3.200 -1.832
H -3.199 1.841 -2.227
H 2.963 -2.506 -1.563
H 1.975 -1.400 -1.277
O 2.938 -1.561 -1.379
H 4.056 1.644 -1.789
H 3.799 0.129 -1.403
O 3.859 1.038 -1.068
H 2.280 1.047 -0.548
H 2.004 2.147 0.444
O 1.697 1.227 0.255
H -4.074 -3.093 0.786
H -2.616 -3.134 0.171
O -3.567 -3.263 -0.009
H 1.797 -2.774 2.004
H 2.152 -1.619 2.909
O 1.489 -2.325 2.800
H -1.015 -0.516 3.524
H -0.036 -1.230 2.647
O -0.981 -0.941 2.657
H 0.978 1.197 3.455
H 0.193 2.084 4.462
O 0.134 1.661 3.601
H 2.296 0.577 1.851
H 3.274 -0.042 2.941
O 2.378 0.248 2.765
H 4.804 -1.503 1.212
H 3.760 -1.227 0.154
O 3.934 -1.098 1.113
H -0.066 -2.464 -1.127
H -0.606 -1.410 -2.208
O 0.195 -1.831 -1.807
H -3.938 -2.001 -1.303
H -4.391 -1.466 -2.631
O -3.629 -1.424 -2.037
H 2.601 4.429 0.213
H 1.964 4.210 1.644
O 2.073 3.846 0.762
H -0.996 -2.194 1.443
H -1.179 -3.731 1.275
O -0.942 -2.933 0.802
H -2.439 -1.194 -3.286
H -1.389 -1.918 -4.283
O -1.532 -1.204 -3.659
*
```

Its orbital gap is 0.398 hartree. The calculation puts the total energy at -1396.48304 a.u. Its HOMO energy is -0.4848 Eh. Its energy above the lowest of the compared OMol25 structures with the same formula, charge and spin is 6.6 kcal per mole.